[1]
A cluster of 5 separate species, C32H37F4NO4 in total at a distorted geometry. Source: OMol25; level of theory: ωB97M-V/def2-TZVPD.

Output
Structure (SMILES): CCCOCOC(=O)NC[C@H](C)O.Fc1ccccc1.Fc1ccccc1.Fc1ccccc1.Fc1ccccc1
Energy: -54328.3332 eV
Kohn-Sham gap: 9.673 eV
HOMO: -9.114 eV
Spin multiplicity: 1

CARTESIAN COORDINATES (ANGSTROEM)
C1 1.973 1.883 1.555
C2 3.346 2.005 2.449
C3 4.432 0.929 1.825
O1 4.792 -0.103 2.841
C4 5.768 -1.015 2.161
O2 5.250 -2.389 2.085
C5 5.873 -3.128 0.939
O3 7.098 -2.783 0.454
N1 5.016 -4.230 0.338
C6 5.828 -5.427 -0.102
C7 4.961 -6.120 -1.353
C8 5.525 -7.625 -1.678
O4 5.206 -5.264 -2.547
H1 1.077 2.325 2.197
H2 2.114 2.599 0.612
H3 1.728 0.797 1.191
H4 3.786 3.094 2.302
H5 3.178 1.805 3.605
H6 3.875 0.342 0.955
H7 5.355 1.552 1.450
H8 5.999 -0.513 1.126
H9 6.773 -1.016 2.793
H10 4.236 -4.516 0.996
H11 6.878 -5.178 -0.557
H12 5.976 -6.252 0.724
H13 3.839 -6.079 -1.006
H14 5.149 -7.911 -2.752
H15 6.715 -7.691 -1.639
H16 5.059 -8.367 -0.878
H17 6.029 -5.615 -3.040
F1 0.009 3.370 0.444
C9 -1.041 2.902 -0.242
C10 -1.634 3.699 -1.215
C11 -2.725 3.209 -1.933
C12 -3.218 1.930 -1.662
C13 -2.620 1.140 -0.680
C14 -1.522 1.625 0.030
H18 -1.243 4.693 -1.405
H19 -3.191 3.822 -2.701
H20 -4.072 1.551 -2.219
H21 -3.008 0.146 -0.468
H22 -1.039 1.021 0.791
F2 -4.513 -0.875 -1.890
C15 -5.849 -0.967 -1.889
C16 -6.576 -0.365 -0.868
C17 -7.968 -0.457 -0.869
C18 -8.617 -1.159 -1.887
C19 -7.879 -1.764 -2.905
C20 -6.488 -1.663 -2.909
H23 -6.054 0.169 -0.081
H24 -8.546 0.017 -0.080
H25 -9.703 -1.234 -1.886
H26 -8.386 -2.314 -3.694
H27 -5.898 -2.120 -3.698
F3 -3.008 9.435 -0.815
C21 -2.576 8.651 0.182
C22 -2.980 8.917 1.486
C23 -2.535 8.099 2.524
C24 -1.680 7.028 2.247
C25 -1.276 6.773 0.936
C26 -1.731 7.585 -0.103
H28 -3.637 9.758 1.682
H29 -2.852 8.294 3.545
H30 -1.330 6.393 3.058
H31 -0.608 5.942 0.724
H32 -1.433 7.395 -1.129
F4 -0.177 -0.593 1.267
C27 -0.312 -1.818 0.743
C28 -0.560 -1.957 -0.618
C29 -0.697 -3.233 -1.165
C30 -0.595 -4.357 -0.341
C31 -0.351 -4.207 1.025
C32 -0.204 -2.931 1.569
H33 -0.644 -1.072 -1.241
H34 -0.882 -3.352 -2.230
H35 -0.706 -5.351 -0.767
H36 -0.276 -5.083 1.664
H37 -0.005 -2.797 2.627

Forces on atoms 1 to 2 (eV/Å):
C 0.1753 1.2511 0.4891
C 0.2598 -0.5548 -0.5683



[2]
A structure of composition C32H38AlBF4OP2S. Source: OMol25; level of theory: ωB97M-V/def2-TZVPD.

Output
Energy: -83400.3696 eV
Kohn-Sham gap: 8.690 eV
HOMO: -14.328 eV
Spin multiplicity: 1
Total charge: +2

CARTESIAN COORDINATES (ANGSTROEM)
Al1 0.073 0.258 -0.029
C1 1.998 2.979 -0.074
C2 2.881 2.024 0.752
P1 2.504 0.276 0.301
C3 3.384 0.084 -1.262
C4 2.760 -0.349 -2.428
C5 3.475 -0.397 -3.618
C6 4.811 -0.031 -3.650
C7 5.442 0.390 -2.485
C8 4.732 0.458 -1.301
C9 3.119 -0.854 1.549
C10 2.319 -1.063 2.671
C11 2.739 -1.914 3.678
C12 3.958 -2.570 3.561
C13 4.750 -2.376 2.437
C14 4.335 -1.520 1.429
P2 0.244 2.620 0.321
C15 0.184 2.902 2.110
C16 0.726 4.086 2.622
C17 0.749 4.314 3.987
C18 0.245 3.355 4.859
C19 -0.285 2.176 4.360
C20 -0.317 1.952 2.992
C21 -0.920 3.678 -0.542
C22 -1.315 3.303 -1.827
C23 -2.201 4.092 -2.540
C24 -2.704 5.253 -1.966
C25 -2.322 5.626 -0.685
C26 -1.429 4.844 0.030
H1 2.157 2.844 -1.148
H2 2.225 4.022 0.154
H3 2.718 2.160 1.823
H4 3.935 2.218 0.551
H5 1.739 -0.701 -2.424
H6 2.983 -0.735 -4.520
H7 5.365 -0.077 -4.577
H8 6.488 0.667 -2.500
H9 5.241 0.805 -0.407
H10 1.362 -0.556 2.776
H11 2.113 -2.075 4.545
H12 4.287 -3.241 4.342
H13 5.691 -2.899 2.340
H14 4.949 -1.402 0.545
H15 1.130 4.843 1.960
H16 1.162 5.236 4.372
H17 0.272 3.530 5.926
H18 -0.677 1.430 5.037
H19 -0.751 1.029 2.627
H20 -0.928 2.396 -2.284
H21 -2.500 3.805 -3.538
H22 -3.398 5.871 -2.521
H23 -2.719 6.529 -0.242
H24 -1.145 5.135 1.033
C27 -3.871 2.288 2.084
C28 -4.841 1.271 1.511
C29 -4.242 0.423 0.399
S1 -2.880 -0.623 0.978
O1 -1.607 0.186 0.535
C30 -2.956 -2.034 -0.135
C31 -2.899 -1.783 -1.642
C32 -4.235 -1.531 -2.331
H25 -4.379 2.957 2.777
H26 -3.425 2.898 1.295
H27 -3.064 1.808 2.640
H28 -5.707 1.778 1.080
H29 -5.233 0.622 2.297
H30 -3.810 1.035 -0.398
H31 -4.970 -0.256 -0.040
H32 -3.877 -2.540 0.176
H33 -2.128 -2.656 0.208
H34 -2.435 -2.674 -2.068
H35 -2.191 -0.978 -1.851
H36 -5.009 -2.205 -1.961
H37 -4.141 -1.709 -3.401
H38 -4.590 -0.508 -2.212
F1 -0.226 -3.821 -1.301
B1 0.625 -3.317 -0.436
F2 0.207 -3.052 0.800
F3 1.892 -3.144 -0.736
F4 0.060 -1.096 -1.011

Forces on atoms 1 to 2 (eV/Å):
Al 0.0274 -0.1922 0.1924
C -0.0664 -0.0023 -0.0197



[3]
A structure of composition C32H38BF4LiO12 at a distorted geometry. Source: OMol25; level of theory: ωB97M-V/def2-TZVPD.

Output
Relative energy (zero: lowest compared OMol25 entry of this formula, charge and spin): 0.0 kJ/mol
Energy: -70120.2734 eV
Kohn-Sham gap: 6.218 eV
HOMO: -7.359 eV
Spin multiplicity: 1

CARTESIAN COORDINATES (ANGSTROEM)
Li1 -1.996 1.832 -2.888
B1 -0.805 0.421 -0.414
F1 -0.291 -0.532 -1.185
F2 0.123 1.467 -0.256
F3 -1.948 1.066 -0.982
F4 -1.117 -0.105 0.829
C1 2.684 0.454 1.786
O1 3.758 -0.361 1.350
H1 3.076 1.283 2.444
H2 1.846 -0.252 2.066
H3 2.353 1.196 0.977
H4 4.205 -0.441 2.184
C2 -2.212 4.106 -1.012
O2 -2.183 3.814 -2.356
H5 -1.346 3.514 -0.826
H6 -3.108 3.414 -0.493
H7 -2.107 5.100 -0.595
H8 -2.691 4.578 -2.876
C3 2.313 5.232 0.370
C4 1.965 4.037 -0.148
C5 2.014 3.762 -1.485
C6 2.456 4.779 -2.366
C7 2.884 6.064 -1.823
C8 2.696 6.257 -0.479
O3 3.049 7.480 0.064
O4 1.734 2.496 -2.042
H9 2.435 5.166 1.521
H10 1.784 3.272 0.468
H11 2.538 4.691 -3.348
H12 3.363 6.684 -2.502
H13 2.752 7.167 1.007
H14 1.268 1.917 -1.488
C9 -1.338 3.523 2.601
C10 -1.099 4.771 2.947
C11 -0.847 5.061 4.329
C12 -1.149 4.126 5.314
C13 -1.438 2.841 4.976
C14 -1.529 2.551 3.655
O5 -1.826 1.344 3.229
O6 -0.410 6.271 4.745
H15 -1.312 3.214 1.498
H16 -0.988 5.534 2.304
H17 -1.202 4.199 6.412
H18 -1.708 2.103 5.840
H19 -1.600 0.913 2.399
H20 -0.253 6.326 5.557
C15 -0.834 -1.909 -4.363
C16 -2.201 -1.446 -4.199
C17 -3.106 -1.673 -5.198
C18 -2.688 -2.250 -6.412
C19 -1.406 -2.768 -6.594
C20 -0.460 -2.593 -5.580
O7 0.814 -2.876 -5.692
O8 -4.389 -1.148 -5.151
H21 -0.196 -1.701 -3.578
H22 -2.549 -0.771 -3.397
H23 -3.389 -2.281 -7.178
H24 -0.984 -3.161 -7.580
H25 1.115 -2.531 -6.587
H26 -4.997 -1.402 -5.716
C21 0.674 -4.188 4.449
C22 -0.395 -4.488 5.266
C23 -1.677 -4.185 4.976
C24 -1.984 -3.468 3.794
C25 -0.906 -3.121 2.950
C26 0.338 -3.454 3.210
O9 1.329 -3.225 2.310
O10 -2.635 -4.584 5.918
H27 1.722 -4.360 4.590
H28 -0.210 -5.075 6.230
H29 -2.934 -3.146 3.649
H30 -1.300 -2.534 2.234
H31 1.040 -3.102 1.511
H32 -3.380 -4.948 5.497
C27 1.481 -6.279 -0.983
C28 0.684 -5.297 -0.455
C29 0.773 -3.958 -0.897
C30 1.512 -3.707 -1.990
C31 2.214 -4.822 -2.685
C32 2.294 -6.007 -2.089
O11 3.029 -7.029 -2.647
O12 0.085 -3.001 -0.234
H33 1.375 -7.301 -0.586
H34 -0.033 -5.574 0.439
H35 1.638 -2.708 -2.427
H36 2.724 -4.451 -3.599
H37 3.007 -7.618 -1.941
H38 0.013 -2.199 -0.571

Forces on atoms 1 to 2 (eV/Å):
Li 0.1046 0.2172 0.8836
B -0.0152 1.4707 2.0567